Formula: C26H32F2N2O3
Source: OMol25
Level of theory: ωB97M-V/def2-TZVPD

Positions of all 65 atoms, in Å:
C 0.201 0.182 -0.659
C -0.980 -0.389 0.309
C -2.438 0.181 -0.091
N -3.284 -0.768 -0.864
C -4.766 -0.470 -0.679
C -5.341 -0.932 0.740
C -6.964 -0.781 0.640
N -7.643 -2.131 0.554
C -3.105 -0.576 -2.337
O -3.100 0.535 -2.908
O -2.929 -1.730 -3.190
O -0.921 -1.815 0.518
C -0.636 -2.568 -0.675
C -1.522 -3.926 -0.572
C -2.861 -3.892 0.215
C -3.834 -5.088 0.370
C -3.458 -6.420 -0.321
C -2.121 -6.475 -1.092
C -1.138 -5.265 -1.248
H 1.220 -0.288 -0.424
H 0.236 1.334 -0.603
H -0.071 -0.081 -1.748
H -0.745 0.088 1.338
H -2.299 1.210 -0.603
H -2.961 0.429 0.910
H -4.993 0.628 -0.901
H -5.287 -1.118 -1.485
H -5.158 -2.025 1.004
H -4.950 -0.204 1.545
H -7.320 -0.328 1.642
H -7.286 -0.135 -0.245
H -7.126 -2.834 1.105
H -8.578 -2.093 0.983
H -3.801 -2.063 -3.492
H -0.949 -2.083 -1.656
H 0.461 -2.897 -0.697
H -3.160 -2.914 0.706
H -4.811 -4.918 0.956
H -4.190 -7.288 -0.219
H -1.844 -7.459 -1.589
H -0.168 -5.335 -1.853
F 0.369 2.971 0.910
C 1.552 3.302 1.456
C 1.604 4.307 2.409
C 2.827 4.646 2.978
C 3.986 3.984 2.579
C 3.922 2.979 1.618
C 2.698 2.632 1.057
H 0.693 4.817 2.700
H 2.878 5.426 3.730
H 4.941 4.252 3.020
H 4.823 2.468 1.306
H 2.628 1.846 0.313
F 5.850 1.860 -0.336
C 6.991 2.555 -0.478
C 7.581 3.133 0.636
C 8.764 3.848 0.488
C 9.340 3.986 -0.773
C 8.736 3.406 -1.885
C 7.558 2.681 -1.736
H 7.114 3.022 1.608
H 9.238 4.298 1.354
H 10.261 4.548 -0.888
H 9.183 3.517 -2.867
H 7.080 2.215 -2.589

Properties
- energy (hartree) = -1544.64842
- LUMO level (eV) = 0.73
- SMILES string = C[C@@H](CN(CCCN)C(=O)O)OCc1ccccc1.Fc1ccccc1.Fc1ccccc1

Löwdin atomic charge list, values in e, 6 entries:
1 C -0.06
2 C -0.31
3 C -0.12
4 N -0.07
5 C -0.18
6 C -0.15